88
Properties=species:S:1:pos:R:3:forces:R:3 method="wB97M-V/def2-TZVPD" gap_ev=6.09 e_homo_ev=-3.99 total_charge=-1 lumo_ev=2.10 max_force_ev_per_a=1.71
C -1.4689 -1.7705 -0.0882 0.0 1.0 -0.1
C 0.0584 -1.7168 -0.0043 1.3 -0.6 0.6
O 0.5772 -1.4126 1.2208 -0.9 -0.4 -0.1
H -1.8993 -0.8178 0.2330 0.1 0.0 0.2
H -1.8507 -2.5578 0.5669 -0.2 0.1 -0.1
H -1.7908 -1.8905 -1.1310 -0.3 -0.2 0.3
H 0.4814 -1.1070 -0.8399 -0.4 0.6 0.3
H 0.4480 -2.7227 -0.3302 -0.2 0.0 -0.2
C 1.9157 5.2301 -5.2509 -0.3 -0.7 0.3
C 2.5533 4.2662 -4.2566 1.1 0.4 -0.1
C 1.5866 3.3512 -3.5442 -0.3 0.2 0.5
O 2.2602 2.7582 -2.4478 0.2 -0.3 -0.7
C 1.6103 1.5868 -2.0231 -0.6 -0.2 1.6
N 3.6504 3.5515 -4.9547 -0.7 0.1 0.2
H 1.0423 5.7185 -4.8158 0.1 0.1 -0.1
H 1.5843 4.6419 -6.1118 0.0 0.2 -0.1
H 2.6524 5.9579 -5.5776 0.0 0.1 -0.1
H 3.0772 4.8324 -3.4789 -0.3 0.1 0.1
H 1.1655 2.5912 -4.2169 0.2 -0.1 -0.1
H 0.7323 3.9140 -3.1392 0.0 0.1 -0.2
H 2.0403 1.2335 -1.0819 0.5 0.1 -0.3
H 1.6092 0.7548 -2.7305 0.0 0.3 -0.3
H 0.5902 1.8153 -1.6754 -0.2 0.0 -0.6
H 4.2107 3.0889 -4.2473 -0.1 -0.2 -0.1
H 3.1998 2.8332 -5.5167 0.3 -0.2 0.0
C 1.4498 5.1765 3.4074 0.5 -0.3 -0.5
C 0.6643 4.0795 4.1069 -0.6 0.2 0.6
C -0.4324 3.4694 3.2546 -1.0 -0.4 -0.1
O 0.0037 2.5002 2.3489 0.6 1.0 -0.8
C -1.0218 2.1646 1.4349 -0.4 -1.0 1.2
N 1.5626 3.0739 4.6604 0.7 0.6 0.2
H 2.0311 4.7683 2.5754 0.0 -0.1 0.1
H 2.1607 5.6320 4.1014 -0.1 0.1 0.0
H 0.8228 5.9543 2.9708 -0.2 0.0 0.2
H 0.1071 4.5753 4.9231 -0.1 0.1 -0.1
H -0.9992 4.2658 2.7380 0.4 0.2 -0.1
H -1.2368 3.0367 3.8792 0.3 -0.2 0.4
H -0.6390 1.6558 0.5537 0.3 0.2 0.0
H -1.6755 3.0090 1.1925 0.2 0.1 -0.2
H -1.6268 1.4132 1.9617 -0.3 0.0 -0.3
H 1.1717 2.5965 5.4649 -0.4 -0.3 -0.4
H 2.3520 3.5852 5.0500 0.1 -0.2 -0.1
C -0.5195 -4.9734 0.5096 -0.1 -0.3 0.0
C -1.1546 -4.7549 -0.8545 -0.6 -0.1 0.7
O -0.4073 -5.2449 -1.9601 0.3 0.0 0.0
O -0.7545 -6.3122 0.9943 0.3 0.0 -0.3
H -0.9942 -4.3527 1.2680 0.0 0.2 -0.2
H 0.5454 -4.7295 0.4906 0.0 -0.1 -0.1
H -1.3360 -3.6955 -1.0162 0.2 -0.5 -0.2
H -2.1296 -5.2536 -0.7899 -0.1 0.0 -0.3
H -0.2533 -6.1887 -1.8679 0.0 0.0 0.0
H -0.4461 -6.9262 0.3204 0.1 -0.1 0.1
C -0.1521 -2.0387 -3.2557 0.6 -1.1 0.7
C 1.3660 -2.0285 -3.3387 0.5 0.1 0.2
O 1.9191 -1.3889 -4.4902 -0.5 -0.2 -0.2
O -0.6959 -3.1700 -3.9436 -0.2 0.5 -0.7
H -0.5892 -1.1213 -3.6443 -0.1 0.0 -0.1
H -0.3902 -2.1791 -2.1978 0.1 0.5 -0.4
H 1.6944 -3.0738 -3.2678 0.0 0.0 -0.2
H 1.8442 -1.5294 -2.4930 -0.4 0.1 0.1
H 1.3172 -1.5856 -5.2175 0.2 0.0 -0.1
H -0.4191 -3.9591 -3.4607 -0.1 0.0 0.1
C -3.5378 0.4113 -2.0667 -0.4 -0.6 1.2
C -4.2291 1.3594 -1.0816 -0.1 -0.2 -1.2
O -3.6402 1.2226 0.1824 0.3 0.0 0.2
O -4.1810 0.5307 -3.3162 0.0 0.6 -0.3
H -3.6718 -0.6068 -1.6888 0.2 0.0 0.1
H -2.4695 0.6493 -2.0214 0.1 -0.1 -0.6
H -5.2946 1.1151 -1.1111 0.0 0.1 0.2
H -4.0801 2.3603 -1.5061 -0.2 0.2 0.4
H -4.2891 1.1879 0.8858 -0.1 0.0 -0.1
H -4.0685 -0.2626 -3.8413 0.2 -0.1 0.1
C -0.9423 -0.4448 4.3842 0.8 -0.4 -0.6
O 0.1430 0.0991 4.4588 -0.5 0.1 0.6
N -1.8152 -0.5866 5.4506 -0.3 -0.3 -0.7
N -1.3944 -1.0274 3.2235 0.2 0.5 0.2
H -1.6223 -0.2004 6.3513 0.0 0.2 0.0
H -2.7276 -0.8830 5.1608 -0.3 0.1 0.7
H -0.6821 -1.1531 2.4694 0.2 0.0 -0.2
H -2.2049 -1.6174 3.2358 0.0 -0.2 0.0
C 2.3905 -3.6347 3.7860 0.2 1.1 0.0
O 2.9104 -2.5468 3.9951 -0.2 -0.5 0.0
N 2.7865 -4.7185 4.5353 0.3 -0.4 0.2
N 1.4207 -3.8505 2.8654 -0.2 -0.3 -0.3
H 2.3890 -5.6372 4.4980 -0.2 0.1 0.0
H 3.3648 -4.4604 5.3132 0.0 -0.2 0.0
H 1.1256 -3.0977 2.2344 0.1 0.6 0.0
H 1.1448 -4.7879 2.6368 0.0 0.0 0.1

64
Properties=species:S:1:pos:R:3:forces:R:3 method="wB97M-V/def2-TZVPD" s_squared=3.97 gap_ev="6.00 / 6.36" e_homo_ev="-13.98 / -13.98" total_charge=+2 lumo_ev="-7.97 / -7.62" max_force_ev_per_a=5.11 multiplicity=4
C -0.7619 -1.6734 0.6019 0.4 1.7 2.2
C 0.6482 -1.4938 0.8096 -1.0 0.6 0.8
C 0.8941 -0.3406 1.6381 -1.9 -0.8 0.5
H 1.3764 -2.1816 0.4854 0.9 -0.4 -0.4
C -0.4021 0.1695 2.0481 0.6 -2.7 -2.3
C -1.4343 -0.6194 1.3583 5.0 -1.1 -0.1
H -2.4332 -0.5439 1.4897 -3.0 0.4 0.2
H -1.2355 -2.4997 0.1084 -0.1 0.0 -0.4
H 1.8419 -0.0107 2.0195 0.2 0.0 -0.1
H -0.5660 0.9002 2.7754 -0.2 1.1 0.8
Mn -0.0884 0.2636 -0.2035 -3.0 0.1 1.2
C 2.3804 0.6241 -1.3844 1.9 -0.7 -1.0
H 2.1579 -0.3402 -0.7855 0.5 1.2 -1.5
H 2.5057 0.4961 -2.5435 0.3 -0.6 2.4
H 3.3609 1.0145 -0.9395 -1.6 -0.1 -0.7
Si 3.9716 -1.6394 -2.4163 1.5 -0.6 0.2
C 2.3106 -2.0700 -3.1290 0.3 0.4 -0.8
C 1.4059 -2.7984 -2.3660 0.1 -0.4 0.8
H 1.6033 -2.9774 -1.2702 -0.2 0.2 -1.5
C 0.3121 -3.3999 -2.9881 -0.8 0.1 0.8
H -0.4700 -3.9008 -2.3684 0.8 0.1 -0.7
C 0.1317 -3.2318 -4.3481 -1.5 -0.5 -0.7
H -0.7706 -3.6581 -4.8463 0.9 0.2 0.5
C 1.0086 -2.4875 -5.1275 -0.1 -0.1 -0.6
H 0.8375 -2.3725 -6.2097 0.1 -0.1 0.7
C 2.1074 -1.9185 -4.5279 0.7 0.7 0.2
H 2.8257 -1.3396 -5.1667 -0.6 -0.6 0.8
C 4.0541 -2.2016 -0.6188 0.2 1.4 1.5
C 4.1867 -3.5662 -0.4792 0.0 -1.4 1.7
H 4.1872 -4.1585 -1.3718 0.1 -0.5 -0.3
C 4.2882 -4.2086 0.7976 -0.3 1.9 -0.9
H 4.3626 -5.2716 0.8503 0.1 -0.5 0.0
C 4.2485 -3.4210 1.9647 0.2 -2.9 -0.4
H 4.3210 -3.9313 2.9352 -0.1 0.4 -0.4
C 4.1336 -2.0823 1.8570 -0.2 2.5 -0.4
H 4.0740 -1.4641 2.7578 0.2 -0.2 -0.3
C 4.0762 -1.4564 0.5995 -0.3 -1.0 -0.5
H 4.0269 -0.3872 0.5626 0.1 0.5 0.1
H 4.7257 -0.3969 -2.7612 -0.8 0.3 0.2
H 4.9181 -2.5544 -3.0154 0.2 -0.6 -0.4
C -1.3239 -0.2644 -1.7033 -0.7 -0.7 0.7
P 0.9356 1.6526 -1.4883 1.1 0.9 -0.2
C 0.6510 1.8933 -3.2188 -0.3 0.3 -1.3
C 1.2231 3.2440 -0.6571 -0.2 0.0 0.2
C -0.0163 3.6792 0.1450 -0.5 0.1 -0.5
P -1.2810 2.3129 0.1889 -0.4 1.6 -0.2
C -2.2349 2.7154 1.6785 -0.2 -0.2 0.6
C -2.4435 2.8318 -1.1446 0.1 -0.6 -0.1
H -1.5252 0.4910 -2.4509 0.1 -0.1 -0.2
H -2.2533 -0.5551 -1.1574 0.5 0.3 -0.8
H -0.8659 -1.1836 -2.0852 -0.1 0.3 -0.4
H -0.3815 2.2598 -3.4392 1.0 -0.1 0.1
H 1.4178 2.6469 -3.5080 -0.6 -0.3 -0.2
H 0.8363 0.9626 -3.8171 -0.3 0.7 0.7
H 2.0341 3.0715 0.0546 0.2 0.1 -0.4
H 1.5271 3.9300 -1.4581 0.1 0.2 0.5
H 0.1936 3.9640 1.1731 0.3 -0.1 0.0
H -0.4878 4.5602 -0.3168 0.0 -0.3 0.2
H -2.8160 3.6430 1.5370 0.3 -0.4 -0.1
H -2.9360 1.9079 1.9237 0.1 0.2 0.0
H -1.5618 2.8637 2.5373 -0.2 -0.1 -0.3
H -2.8421 3.8258 -0.9089 0.2 -0.2 0.1
H -1.9480 2.8780 -2.1234 -0.1 0.0 0.3
H -3.2707 2.1123 -1.2043 0.2 0.2 -0.1

72
Properties=species:S:1:pos:R:3:forces:R:3 method="wB97M-V/def2-TZVPD" gap_ev=8.17 e_homo_ev=-8.06 e_above_lowest_kj_mol=25.9 total_charge=0 lumo_ev=0.11 max_force_ev_per_a=2.53
Sc 0.7415 -0.4455 0.3733 -1.1 0.3 -1.3
C -1.0899 -2.5356 2.5780 0.2 0.7 -0.3
Si -0.1353 -1.2204 3.6027 -0.7 -1.1 0.1
C -1.3566 0.1479 4.0916 -0.9 -1.6 0.6
C 0.5472 -2.2483 5.1439 0.0 0.6 -1.1
N 0.9662 -0.5676 2.4741 2.3 0.8 -0.7
C 2.1332 0.1737 2.8290 -2.1 -0.5 -0.8
C 2.2930 0.7782 4.0881 -0.9 -1.8 0.0
C 3.3682 1.5389 4.3668 1.6 1.0 0.5
C 4.3571 1.8111 3.3888 -0.4 1.3 0.5
C 4.1386 1.3621 2.1038 1.4 -0.9 -0.9
C 3.0885 0.4941 1.8793 -0.4 1.2 0.0
F 2.7259 0.2589 0.5002 0.6 -0.5 0.8
H -0.7692 -3.5809 2.8285 -0.6 0.9 -0.2
H -0.9421 -2.3797 1.4734 -0.1 -0.2 0.9
H -2.1559 -2.2910 2.7540 0.3 -0.8 0.0
H -1.9558 -0.4568 4.8513 0.3 1.2 -0.6
H -2.0644 0.4929 3.2913 0.8 -0.4 0.7
H -0.8794 0.9924 4.5820 -0.1 0.1 0.1
H 0.4903 -3.3338 4.8849 0.0 0.9 0.3
H -0.0712 -2.0218 6.0291 0.4 -0.2 -0.2
H 1.6100 -1.9959 5.3242 -0.5 -0.1 0.2
H 1.5461 0.4926 4.8432 0.4 0.5 -0.2
H 3.4470 1.9288 5.3821 0.2 0.1 -0.3
H 5.1392 2.5838 3.5568 -0.5 -1.0 0.1
H 4.9096 1.4920 1.3098 -0.9 0.3 0.6
O -5.1177 -6.1441 -1.5001 -0.1 -0.3 0.0
C -4.6005 -5.2728 -2.3885 -1.0 1.0 -1.3
O -5.0808 -5.2508 -3.5171 1.1 0.1 1.9
C -3.5013 -4.3378 -1.9279 0.6 -0.2 0.6
C -2.7937 -4.5669 -0.7108 -0.5 0.5 -1.0
C -1.5316 -4.0087 -0.5319 0.1 -0.1 0.7
C -1.0563 -3.0532 -1.4042 -0.7 0.5 -1.5
S 0.5525 -2.3908 -1.2832 0.8 0.5 0.7
C -1.8520 -2.6636 -2.5210 -0.1 -1.1 1.3
C -3.0331 -3.3198 -2.7962 0.1 -1.1 1.1
H -4.6978 -6.1611 -0.6312 0.2 0.3 -0.3
H -3.2687 -5.0624 0.1349 0.3 -0.5 -0.3
H -0.8548 -4.2789 0.2913 -0.7 0.0 -0.2
H -1.4959 -1.9175 -3.1761 0.4 0.7 -0.6
H -3.5998 -3.1053 -3.6696 -0.3 0.1 -0.6
C 2.4291 0.9065 -5.0009 0.3 -0.7 0.1
C 2.0512 1.6865 -3.7553 0.6 -0.3 0.5
C 2.5122 2.9884 -3.5285 0.2 0.1 -1.1
C 2.1924 3.6893 -2.3679 0.8 1.2 -0.4
C 2.5512 5.1672 -2.1715 0.6 1.1 -0.1
C 1.4899 3.0752 -1.3664 -1.8 -1.0 0.0
C 0.9139 1.7861 -1.6000 1.9 0.2 -0.7
C 1.3296 1.0502 -2.7349 -0.7 0.0 -0.4
N 0.0396 1.1808 -0.7148 0.3 -1.8 1.5
C -1.3411 1.5937 -0.8027 -0.6 0.1 1.2
C -1.9989 1.2682 -2.1136 0.4 1.0 -2.0
C -1.4379 3.0654 -0.4636 0.3 1.6 0.9
C -2.0639 0.8156 0.3128 0.6 -0.5 -0.1
H 1.9090 -0.0835 -5.0020 0.9 0.5 0.3
H 3.5631 0.8081 -5.0631 -1.5 -0.1 -0.1
H 2.0295 1.3356 -5.9217 0.3 0.5 0.1
H 3.1151 3.4789 -4.3256 -0.5 -0.3 0.7
H 1.7311 5.6951 -1.6348 0.5 -0.4 -0.3
H 2.7076 5.7705 -3.1249 -0.2 -1.1 1.0
H 3.4789 5.3367 -1.5441 -0.9 -0.4 -0.7
H 1.1674 3.6736 -0.5065 0.3 -0.5 -0.2
H 0.9811 -0.0143 -2.8906 0.3 1.4 0.3
H -1.6033 1.9630 -2.9207 -0.3 -0.8 0.8
H -3.0797 1.4442 -2.1035 0.1 -0.2 0.2
H -1.7639 0.2508 -2.4440 -0.2 0.1 0.2
H -1.1324 3.8014 -1.2521 -0.2 -0.9 0.4
H -0.7791 3.2713 0.4341 -0.8 -0.2 -0.9
H -2.4548 3.3145 -0.1564 -0.1 0.1 -0.1
H -1.9766 -0.2628 0.1366 0.0 -0.3 -0.2
H -3.1168 0.9931 0.4647 -0.4 0.3 -0.3
H -1.5936 1.0140 1.2628 0.3 0.3 0.5